Record 1
C22H39Cl3GaN3O3Si | wB97M-V/def2-TZVPD

Each line ends with the Mulliken charge.
Element x y z (Å)
C1 -5.39735 2.89907 0.03386  -1.995
C2 -4.12470 2.65348 -0.73171  0.980
H1 -6.20075 3.15335 -0.65504  0.541
H2 -5.30011 3.74011 0.75512  0.240
H3 -5.71951 2.00766 0.57243  0.369
C3 -3.72353 3.55387 -1.68694  0.040
C4 -4.57969 4.68979 -2.09919  -1.525
H4 -2.83892 3.39725 -2.28335  0.352
H5 -4.59300 5.49895 -1.34349  0.255
H6 -5.64577 4.42106 -2.29197  0.287
H7 -4.20191 5.13518 -3.03745  0.373
Ga1 1.42289 -0.18648 1.76906  0.422
Cl1 0.43943 -2.13423 2.18792  -0.487
Cl2 1.82587 0.84737 3.65987  -0.373
C5 0.72487 -1.88537 -1.54167  0.064
O1 1.16049 -0.96403 -0.87496  -0.447
N1 1.12044 -2.14351 -2.81485  0.341
C6 2.05531 -1.25638 -3.48217  -0.944
C7 0.54239 -3.21862 -3.60563  -0.866
H8 -0.03346 -2.61870 -1.15682  0.234
H9 2.63684 -0.71970 -2.73721  0.207
H10 1.52551 -0.54323 -4.12211  0.176
H11 2.70463 -1.86673 -4.11054  0.455
H12 0.07993 -3.95668 -2.93449  0.289
H13 1.33483 -3.69878 -4.19649  0.325
H14 -0.22635 -2.84093 -4.30126  0.278
H15 -0.05168 3.79767 1.00750  -0.014
H16 -0.06387 4.27567 -1.46107  0.412
C8 1.03029 3.73363 0.86875  -0.693
C9 0.95598 3.86902 -1.57723  -0.973
N2 1.28835 3.07504 -0.40163  0.401
H17 1.49758 3.18102 1.67223  0.324
C10 1.89246 1.88372 -0.49048  0.148
O2 2.29148 1.24291 0.53449  -0.472
H18 1.00819 3.25540 -2.48978  0.158
H19 2.02082 1.46601 -1.51111  0.117
H20 1.41049 4.75269 0.80375  0.369
H21 1.64792 4.72055 -1.66099  0.362
O3 -2.83026 2.10736 0.47658  -0.615
C11 -3.41470 1.31903 -0.52788  -0.327
C12 -1.47797 1.52604 -2.11967  0.411
C13 -2.53888 0.77335 -1.64704  0.411
H22 -1.16378 2.39728 -1.52940  0.618
C14 -0.88837 1.21724 -3.34939  -1.169
H23 -4.10042 0.56651 -0.12347  0.391
C15 -2.81090 -0.46829 -2.24272  -0.527
H24 -0.17167 1.91827 -3.78479  0.309
C16 -1.24937 0.04745 -4.01400  -0.822
C17 -2.14357 -0.83452 -3.42135  -0.738
H25 -3.54907 -1.12305 -1.77476  0.412
H26 -0.82279 -0.15911 -5.00752  0.495
H27 -2.35621 -1.80039 -3.87672  0.495
Si1 -2.24650 1.68981 2.57895  1.366
Cl3 -0.51826 0.68030 0.88870  -0.443
C18 -1.16127 2.94102 3.48120  -1.009
C19 -2.01498 0.08867 3.62308  -1.115
C20 -4.04702 1.97798 2.68279  -1.081
H28 -0.48654 3.51813 2.85924  0.179
H29 -0.53932 2.44220 4.24300  0.273
H30 -1.83251 3.63928 3.99455  0.416
H31 -4.25481 2.98556 2.31916  0.130
H32 -4.35591 1.89427 3.72643  0.513
H33 -4.57276 1.23299 2.07716  0.156
H34 -2.18709 -0.83882 3.05812  0.232
H35 -2.75525 0.11576 4.44385  0.426
H36 -1.01917 -0.00584 4.09165  0.248
C21 4.31026 -3.39470 1.37658  -1.036
C22 3.67811 -2.12362 1.42764  0.763
N3 3.10886 -1.07933 1.50018  -0.014
H37 3.64824 -4.14621 1.84422  0.284
H38 5.26048 -3.38023 1.91427  0.346
H39 4.49087 -3.68872 0.33334  0.294

Results
- net charge = 0
- energy above the lowest of the compared OMol25 structures with the same formula, charge and spin (kcal per mole) = 71.6
- HOMO level (eV) = -6.03
- E (a.u.) = -4846.581794
- F_max (eV/Å) = 7.199



Record 2
C3H10NO2 | wB97M-V/def2-TZVPD

Each line ends with the Mulliken charge.
Element x y z (Å)
C1 0.23541 0.88093 1.07533  -1.098
N1 0.56000 -0.08411 -0.08469  -0.529
C2 -0.72837 -0.25163 -0.97081  -0.702
C3 -1.49502 -1.45751 -0.25545  -0.135
O1 -0.96107 -2.10504 0.81040  -0.856
H1 0.83373 0.51725 1.91457  0.387
H2 -0.78237 0.74460 1.37677  0.433
H3 0.15249 1.93274 0.74013  0.311
H4 0.46727 -1.02384 0.39863  0.268
H5 -0.34358 -0.38390 -2.02153  0.279
H6 -1.45555 0.61012 -1.05446  0.263
H7 -1.94468 -2.04789 -1.16976  0.183
H8 -2.42379 -0.86411 0.17643  0.096
H9 2.95235 1.36900 0.33127  0.273
H10 2.05202 0.77739 -0.62425  0.581
O2 2.88115 1.38600 -0.64258  -0.754

Results
- net charge = -1
- energy above the lowest of the compared OMol25 structures with the same formula, charge and spin (kcal per mole) = 44.7
- HOMO level (eV) = -2.99
- E (a.u.) = -325.483474
- F_max (eV/Å) = 3.234